1.
Molecular formula: C12H18F6MgN6P
Method: DFT, ωB97M-V/def2-TZVPD

Properties
E in a.u.: -1937.35176
Net charge: +1
HOMO-LUMO gap in eV: 10.38
LUMO in Eh: -0.1012

Last column: natural (NBO) charge in e.
Positions of all 44 atoms, in Å:
Mg 0.5771 -1.4609 -1.9758  1.776
P -0.6991 -0.0400 1.0439  2.619
F -0.8829 1.3423 0.2537  -0.581
F -0.9919 0.6361 2.4434  -0.566
F -2.2200 -0.4286 0.7647  -0.566
F -0.4441 -1.4892 1.6895  -0.578
F -0.2948 -0.7411 -0.4769  -0.685
F 0.8893 0.2754 1.1802  -0.602
C 3.0608 -3.1422 1.3665  -0.751
C 2.3039 -2.8840 0.1730  0.515
N 1.6942 -2.6894 -0.7699  -0.572
H 4.0985 -3.3733 1.1123  0.282
H 2.6872 -4.0189 1.8939  0.285
H 3.0427 -2.2722 2.0187  0.290
C -2.4490 -5.1228 -1.1446  -0.729
C -1.6682 -3.9844 -1.6133  0.453
N -1.0572 -3.0937 -1.9793  -0.514
H -1.8731 -6.0115 -1.4141  0.272
H -3.3929 -5.1479 -1.6786  0.277
H -2.5432 -5.0614 -0.0660  0.280
C -3.0678 3.1177 1.4380  -0.721
C -2.7562 4.2630 0.5900  0.294
N -2.4961 5.1143 -0.1356  -0.351
H -4.0593 3.2291 1.8641  0.255
H -2.2734 2.9180 2.1451  0.261
H -3.1018 2.2910 0.7240  0.260
C 2.4371 2.3310 -0.7123  -0.748
C 2.2371 1.0677 -1.3840  0.512
N 2.0797 0.0709 -1.9145  -0.577
H 3.4876 2.4114 -0.4270  0.278
H 1.8041 2.3782 0.1698  0.300
H 2.2293 3.1402 -1.4104  0.282
C 1.8723 2.1642 4.0434  -0.715
C 2.9909 2.6518 4.8482  0.275
N 3.8753 3.0301 5.4596  -0.318
H 1.3129 3.0278 3.6876  0.254
H 1.2820 1.4446 4.5995  0.261
H 2.2650 1.6612 3.1590  0.242
C -1.8489 0.6031 -5.3189  -0.749
C -1.2445 -0.0526 -4.1866  0.493
N -0.7588 -0.5320 -3.2698  -0.551
H -2.7731 1.0767 -4.9675  0.288
H -2.1151 -0.0932 -6.1093  0.283
H -1.2161 1.3937 -5.7140  0.285

Atomic forces in eV per Å
-0.679 -0.223 0.131
0.095 -0.159 0.351
0.068 0.045 -0.107
-0.152 -0.060 0.011
0.175 0.143 0.001
0.053 0.118 -0.060
-0.421 0.101 0.196
0.177 0.015 0.007
0.657 -0.322 0.382
0.048 -0.235 0.301
0.101 0.027 -0.455
-0.075 0.179 -0.126
-0.281 0.116 -0.017
-0.118 0.031 0.022
0.714 0.008 -0.464
-0.481 -0.291 0.203
0.893 0.458 -0.171
-0.166 -0.064 0.139
-0.212 0.013 0.218
-0.274 -0.026 0.061
-0.155 -0.132 -1.080
0.171 0.265 0.048
-0.002 -0.032 0.070
0.102 0.038 0.357
-0.109 0.069 0.277
-0.059 -0.226 0.352
0.439 0.159 -0.124
0.105 0.590 0.353
-0.426 -0.817 -0.515
-0.054 -0.042 0.089
-0.113 0.017 -0.038
-0.185 0.042 0.088
0.542 0.160 -0.321
-0.712 -0.436 -0.489
0.723 0.314 0.499
-0.350 -0.168 0.194
-0.273 0.171 0.050
0.012 -0.066 0.042
-0.801 0.447 -0.040
0.149 0.087 -0.057
0.420 0.007 -0.401
0.102 -0.070 -0.067
0.140 -0.157 0.035
0.211 -0.091 0.055

=====

2.
Molecular formula: C36H26AsInN5S
Method: DFT, ωB97M-V/def2-TZVPD

Properties
E in a.u.: -4485.21078
Net charge: +1
HOMO-LUMO gap in eV: 7.28
LUMO in Eh: -0.1301

Last column: natural (NBO) charge in e.
Positions of all 70 atoms, in Å:
In -0.4204 -0.1631 -0.2125  1.482
C -1.8047 3.9453 -1.1508  -0.250
C -2.5036 4.3405 -0.0136  -0.129
C -2.3560 3.6186 1.1470  -0.214
C -1.5236 2.4921 1.1814  0.378
N -0.8775 2.0952 0.0597  -0.567
C -1.0205 2.8225 -1.0632  0.055
N -1.3880 1.9051 2.4332  -0.495
C -0.6441 0.8979 2.6937  0.488
N 0.0252 0.0971 1.7940  -0.790
C 0.9683 -0.6475 2.4330  0.493
N 1.9477 -1.2985 1.8973  -0.540
C 2.3867 -1.1444 0.5990  0.395
C 3.6173 -1.7606 0.3147  -0.223
C 4.2271 -1.5868 -0.9036  -0.129
C 3.6126 -0.7880 -1.8687  -0.263
C 2.3936 -0.2431 -1.5656  0.060
N 1.7753 -0.4171 -0.3779  -0.604
C 0.7444 -0.5092 3.8880  -0.032
C 1.3740 -1.0871 4.9715  -0.187
C 0.9494 -0.6963 6.2374  -0.186
C -0.0497 0.2602 6.3992  -0.183
C -0.6600 0.8607 5.3023  -0.153
C -0.2548 0.4484 4.0499  -0.101
H -1.8771 4.4866 -2.0825  0.239
H -3.1468 5.2099 -0.0374  0.235
H -2.8545 3.8967 2.0635  0.246
H -0.4770 2.4669 -1.9318  0.197
H 4.0666 -2.3450 1.1037  0.250
H 5.1808 -2.0560 -1.1058  0.238
H 4.0614 -0.6095 -2.8345  0.243
H 1.8603 0.3561 -2.2938  0.207
H 2.1661 -1.8112 4.8359  0.235
H 1.4076 -1.1345 7.1139  0.228
H -0.3498 0.5454 7.3985  0.228
H -1.4227 1.6182 5.4200  0.238
S -2.5590 -0.3261 -1.3454  -0.223
C -3.2361 -1.8270 -0.6567  -0.156
C -4.6107 -1.8291 -0.4276  -0.215
C -5.2421 -2.9675 0.0457  -0.175
C -4.5123 -4.1165 0.3169  -0.229
C -3.1428 -4.1191 0.1115  -0.129
C -2.5006 -2.9880 -0.3848  -0.414
As -0.5905 -2.9281 -0.5730  0.941
C -0.2672 -3.2807 -2.4426  -0.256
C -1.3062 -3.4835 -3.3416  -0.233
C -1.0216 -3.7005 -4.6830  -0.196
C 0.2937 -3.7173 -5.1242  -0.193
C 1.3328 -3.5138 -4.2252  -0.197
C 1.0532 -3.2908 -2.8859  -0.251
C 0.0607 -4.5042 0.3285  -0.254
C 0.3024 -5.6862 -0.3634  -0.245
C 0.7484 -6.8060 0.3242  -0.190
C 0.9521 -6.7461 1.6956  -0.189
C 0.7112 -5.5657 2.3856  -0.204
C 0.2708 -4.4424 1.7028  -0.224
H -5.1812 -0.9310 -0.6256  0.229
H -6.3113 -2.9520 0.2111  0.228
H -5.0057 -5.0028 0.6920  0.227
H -2.5637 -5.0071 0.3344  0.217
H -2.3342 -3.4717 -3.0007  0.231
H -1.8306 -3.8604 -5.3834  0.227
H 0.5105 -3.8915 -6.1698  0.226
H 2.3594 -3.5330 -4.5672  0.221
H 1.8676 -3.1382 -2.1839  0.214
H 0.1422 -5.7375 -1.4336  0.228
H 0.9349 -7.7263 -0.2134  0.225
H 1.3013 -7.6210 2.2279  0.226
H 0.8712 -5.5180 3.4546  0.225
H 0.0985 -3.5189 2.2422  0.218

Atomic forces in eV per Å
-0.146 0.001 0.163
0.014 0.004 -0.017
0.004 0.000 0.014
0.035 -0.005 0.004
0.003 0.064 -0.099
-0.097 -0.016 0.002
0.013 0.008 0.010
-0.019 -0.044 0.120
-0.071 0.010 -0.035
0.191 0.138 0.016
0.040 -0.101 -0.065
-0.013 -0.037 0.059
0.043 0.029 -0.065
-0.009 0.027 -0.008
-0.018 0.012 0.010
0.024 0.016 0.001
-0.014 0.015 -0.010
-0.055 -0.110 -0.063
-0.051 0.045 0.045
0.013 -0.009 -0.021
0.004 -0.006 0.008
-0.005 0.005 0.013
-0.007 0.010 -0.017
0.035 -0.057 0.024
0.001 -0.001 0.000
-0.002 -0.001 0.001
0.000 -0.002 0.003
-0.017 -0.006 -0.010
0.000 0.001 0.005
0.001 -0.002 0.002
-0.002 0.001 -0.003
0.002 -0.009 -0.014
0.000 -0.001 -0.002
0.001 -0.002 -0.001
-0.001 0.001 0.000
0.001 0.001 0.001
0.108 -0.005 -0.115
0.053 -0.047 0.008
-0.007 -0.012 -0.009
0.004 0.002 -0.001
0.001 0.004 0.004
0.004 -0.006 -0.014
-0.036 0.020 -0.020
0.004 -0.021 0.047
0.022 0.020 0.012
-0.008 0.022 0.016
0.010 -0.012 -0.017
-0.007 0.003 0.008
-0.002 -0.010 -0.003
0.006 0.004 0.028
-0.017 0.036 0.008
-0.021 0.014 -0.046
0.010 -0.008 0.009
-0.005 0.009 -0.002
0.006 -0.011 0.002
0.005 0.011 -0.010
0.000 -0.001 -0.002
0.000 0.001 -0.001
0.000 0.000 0.000
-0.010 -0.004 0.002
-0.003 0.002 0.005
0.000 0.001 -0.001
0.000 0.002 -0.001
0.003 0.000 -0.003
-0.016 -0.016 -0.005
0.003 0.003 0.011
0.000 0.000 0.001
-0.004 -0.001 0.001
0.001 0.001 0.000
-0.006 0.020 0.017

=====

3.
Molecular formula: C7H9N3S
Method: DFT, ωB97M-V/def2-TZVPD

Properties
E in a.u.: -834.47885
Net charge: 0
SMILES string: CN1CC[C@]2(C=NC=N2)C1=S
HOMO-LUMO gap in eV: 8.62
LUMO in Eh: 0.0128

Last column: natural (NBO) charge in e.
Positions of all 20 atoms, in Å:
C 1.9322 -1.0869 -0.7790  0.181
C 2.9950 -0.2808 0.9186  0.238
C 0.9532 -0.0917 -0.0437  -0.096
C -0.3604 -0.8811 -0.0552  0.117
C 0.4341 1.3176 -0.4417  -0.413
C -0.9591 1.3760 0.1956  -0.213
C -2.8111 -0.6054 0.2024  -0.414
N 3.0317 -1.1922 -0.1538  -0.479
N 1.8682 0.2890 1.0824  -0.428
N -1.4804 -0.0769 0.0498  -0.398
S -0.3814 -2.3610 -0.7048  -0.086
H 1.5977 -1.4718 -1.7312  0.222
H 3.9738 -0.0140 1.2429  0.202
H 1.2219 2.0126 -0.0784  0.261
H 0.3322 1.6259 -1.5298  0.231
H -1.0222 1.5565 1.2578  0.205
H -1.8272 2.1073 -0.1192  0.218
H -3.4991 0.0378 -0.1704  0.203
H -2.9553 -1.5230 -0.4468  0.247
H -3.0438 -0.7379 1.3046  0.201

Atomic forces in eV per Å
-0.378 2.516 -0.414
-1.701 -0.219 -1.938
1.097 -0.536 -0.298
-1.495 1.453 -0.061
0.367 1.507 -1.712
-3.313 -0.395 0.593
1.284 -2.136 1.211
0.418 -1.114 -1.204
-0.663 0.083 1.894
3.465 0.617 -0.056
-0.782 -2.000 0.473
0.830 -0.423 0.109
0.186 0.306 1.258
-1.138 -0.099 0.179
0.120 -1.192 0.942
0.917 0.171 0.594
2.084 -1.305 -0.482
-2.015 2.423 -1.074
0.541 0.723 1.248
0.176 -0.381 -1.261

=====

4.
Molecular formula: C22H25N2O4Yb
Method: DFT, ωB97M-V/def2-TZVPD

Properties
Expectation value of S²: 0.767
E in a.u.: -2422.32365
Net charge: 0
HOMO-LUMO gap (spin up / spin down) in eV: 6.37 / 4.40
Multiplicity: 2
LUMO (spin up / spin down) in Eh: -0.0002 / -0.0722

Last column: Löwdin spin population.
Positions of all 54 atoms, in Å:
C 0.3193 -1.6899 3.3815  0.001
C -0.3339 -0.5693 2.7822  0.001
C -1.1107 -1.0557 1.6938  0.000
H -0.3153 0.4546 3.1439  0.000
C -0.9310 -2.4629 1.6067  0.001
C -0.0576 -2.8628 2.6663  0.000
H -1.4144 -3.1103 0.8858  0.000
C 3.1043 2.1245 1.9664  0.220
C 1.8046 2.3011 2.5189  0.204
C 0.9467 2.7479 1.4879  0.052
H 1.5330 2.0989 3.5549  0.008
C 1.6705 2.6904 0.2484  0.381
C 3.0382 2.4608 0.5930  0.041
H -1.8111 -0.4670 1.1180  0.000
H 0.2861 -3.8777 2.8420  0.000
H 0.9733 -1.6445 4.2502  0.000
H 3.8762 2.5636 -0.0858  -0.003
H -0.0729 3.1223 1.6257  -0.002
H 3.9818 1.7505 2.4961  0.010
Yb 1.5037 -1.6064 1.0639  0.003
C 1.0672 2.1605 -1.0671  0.035
C 1.9490 2.5569 -2.2411  0.009
C -0.3643 2.6536 -1.2503  0.006
H 2.0974 3.6442 -2.2087  0.001
H 1.4400 2.3305 -3.1810  0.001
H 2.9146 2.0400 -2.2145  0.000
H -0.3680 3.7568 -1.1699  0.001
H -1.0771 2.2424 -0.5191  0.000
H -0.7126 2.4274 -2.2631  0.000
C 1.1328 0.6116 -0.7977  0.020
C 0.4916 -0.5884 -1.5109  0.005
H 0.7732 0.5084 0.2629  0.000
H 2.2133 0.3273 -0.7626  -0.001
O 0.6283 -1.6764 -0.8462  0.003
N -0.2210 -0.5744 -2.6212  0.000
C -1.2749 -1.6243 -2.8994  0.000
H 0.0416 0.0633 -3.3818  0.000
C -2.4863 -1.3845 -2.0087  0.000
C -3.2216 -2.3551 -1.2957  0.000
H -2.9640 -3.4225 -1.3795  0.000
C -4.2915 -1.9678 -0.4645  0.000
H -4.8409 -2.7249 0.1102  0.000
C -4.6680 -0.6227 -0.3756  0.000
H -5.5100 -0.3292 0.2601  0.000
C -3.9397 0.3429 -1.0771  0.000
H -4.1871 1.4081 -0.9886  0.000
C -2.8895 -0.0466 -1.9149  0.000
H -2.3675 0.7170 -2.5089  0.000
H -0.8616 -2.6344 -2.7693  0.000
H -1.5427 -1.5342 -3.9676  0.000
O 5.1065 -2.8172 2.2225  0.000
N 4.0528 -2.3318 1.8217  0.000
O 3.3446 -1.4892 2.5243  0.001
O 3.5446 -2.6352 0.6434  0.000

Atomic forces in eV per Å
-0.394 0.182 0.001
0.000 -0.819 0.060
0.266 -0.367 0.421
0.046 -0.248 -0.106
0.036 0.338 0.694
-0.267 0.492 -0.345
0.099 0.022 0.084
1.206 0.295 -2.535
-2.427 0.907 -0.917
0.045 -0.313 1.927
0.032 0.248 -0.356
-0.015 -0.544 0.239
1.032 -0.479 1.505
0.076 0.008 -0.209
-0.086 0.169 0.126
-0.143 -0.071 -0.275
-0.079 -0.466 0.056
0.336 -0.615 -0.141
-0.285 0.281 -0.198
0.288 0.010 2.472
0.127 -0.242 0.647
-0.124 0.269 -0.108
-0.133 0.579 -0.114
0.151 -0.249 -0.147
0.133 -0.081 -0.070
-0.156 0.221 -0.042
-0.099 -0.441 0.045
0.325 0.073 -0.215
-0.075 -0.114 0.153
0.890 -0.244 0.338
0.548 -1.841 2.154
-0.162 0.066 -0.767
-0.520 0.334 -0.046
-1.363 2.136 -3.823
-0.750 -0.158 -1.667
0.600 -0.205 -0.126
-0.512 -0.179 0.859
-0.529 0.432 0.190
0.286 0.171 -0.061
-0.016 0.600 0.107
0.119 0.036 -0.443
0.301 0.336 -0.342
0.322 -0.125 0.145
0.394 -0.116 -0.221
-0.008 -0.067 -0.276
-0.008 -0.506 -0.082
-0.319 0.216 0.330
-0.231 -0.365 0.424
-0.005 0.387 0.120
0.133 0.124 0.491
-1.947 0.918 -0.743
0.082 0.060 -0.004
1.643 -1.235 -0.863
1.135 0.176 1.656

=====

5.
Molecular formula: C5H8N2O
Method: DFT, ωB97M-V/def2-TZVPD

Properties
E in a.u.: -379.81334
Net charge: 0
HOMO-LUMO gap in eV: 9.31
LUMO in Eh: 0.0218

Last column: natural (NBO) charge in e.
Positions of all 16 atoms, in Å:
C 1.5401 -1.0942 -0.9180  0.295
C -1.4524 -0.0882 0.0214  0.064
C -0.5351 -0.3592 1.2030  -0.414
C 0.1721 0.8295 0.3070  -0.041
C -1.0410 1.3262 -0.2552  -0.443
H 3.0840 -0.4430 0.2885  0.365
H 1.0959 -1.8562 -1.6145  0.198
H -2.5031 -0.4325 -0.0651  0.207
H -0.8633 0.2143 1.9249  0.198
H -0.0353 -1.4307 1.1585  0.270
H 0.8324 1.5572 0.5321  0.209
H -1.4765 1.9528 0.5272  0.206
H -1.1828 1.9416 -1.2816  0.252
N 2.4722 -1.2849 0.0364  -0.741
N 0.6563 -0.0184 -0.9453  -0.202
O -0.7635 -0.8143 -0.9191  -0.422

Atomic forces in eV per Å
0.932 -0.230 4.301
-2.550 -2.097 -1.187
2.348 -0.093 -4.763
3.565 -4.486 -2.226
-3.773 2.775 -0.298
-2.129 -1.041 0.189
1.004 0.143 1.004
0.424 0.128 0.289
-1.408 1.576 5.141
-1.171 2.687 0.887
2.931 1.744 1.375
-0.282 0.255 -0.046
0.707 -2.102 2.246
-0.018 0.847 -4.261
-2.670 0.254 0.979
2.089 -0.359 -3.631

=====

6.
Molecular formula: CHCaF3O2S
Method: DFT, ωB97M-V/def2-TZVPD

Properties
E in a.u.: -1564.46798
Net charge: 0
HOMO-LUMO gap in eV: 3.45
LUMO in Eh: -0.1086

Last column: natural (NBO) charge in e.
Positions of all 9 atoms, in Å:
S 1.3218 0.0523 -0.5997  1.387
O 0.7314 -1.1929 -1.3928  -1.142
O 0.7803 1.1791 -1.5459  -1.141
Ca -0.2985 -0.0821 -2.8217  1.824
C 0.0186 0.0467 0.7790  0.479
F 0.4025 -0.9556 1.5916  -0.293
F 0.0830 1.1717 1.4928  -0.297
F -2.0460 -0.2397 2.4462  -0.957
H -0.9931 0.0204 0.0505  0.139

Atomic forces in eV per Å
-0.679 -0.526 -0.879
0.783 0.161 0.911
0.375 0.363 0.816
-0.510 -0.066 -0.340
-1.553 0.438 -0.027
-0.731 0.318 -1.395
0.081 -0.241 -0.950
0.224 0.058 -0.780
2.011 -0.505 2.645